Below is a structure of composition C3H8Cl3N6 in a non-equilibrium geometry, with properties calculated with wB97M-V/def2-TZVPD.

```
20
Properties=species:S:1:pos:R:3:mulliken_charge:R:1
C 0.28 -1.47 0.07 0.649
C 1.86 0.40 -0.08 0.077
C -0.88 -0.39 -1.85 0.540
N 1.26 -0.66 0.31 -0.427
N -0.59 -1.52 -1.09 -0.129
N -0.23 0.65 -1.62 -0.302
N 0.05 -2.44 0.92 -0.427
N -0.67 1.55 1.54 -0.712
N 1.56 1.52 0.42 -0.339
Cl -2.19 -0.55 -3.02 -0.141
Cl -1.74 -2.79 -1.34 -0.031
Cl -0.94 2.17 -2.23 -0.068
H 2.65 0.35 -0.86 0.395
H 0.56 -2.25 1.77 0.263
H -0.72 -3.12 0.91 0.182
H -0.64 0.95 2.29 0.287
H -0.98 2.53 1.80 0.325
H 0.57 1.63 1.06 0.437
H -1.34 1.16 0.83 0.255
H 2.14 2.29 0.17 0.165
```

Computed properties:
**Total charge**: +1
**Energy relative to the best compared isomer or geometry (same formula, charge and spin)**: 9.32 kcal per mole
**Spin multiplicity**: 1
**Orbital gap**: 9.314 eV
**E_tot**: -1827.8951 a.u.